No. 1
# C3H4F9KO11S3

A molecular structure, C3H4F9KO11S3 at a distorted geometry (ωB97M-V with the def2-TZVPD basis set, the Open Molecules 2025 dataset).

E_HOMO = -3.90 eV
relative energy (zero: lowest compared OMol25 entry of this formula, charge and spin) = 2.9178 eV
frontier orbital gap = 0.24843 Ha
energy = -98989.365 eV
net charge = -2

Positions of all 31 atoms, in Å:
K  5.688  -19.925  -28.134
C  5.780  -19.806  -22.274
F  4.725  -20.643  -22.321
F  5.427  -18.740  -23.043
F  5.994  -19.357  -21.127
S  7.443  -20.604  -22.910
O  7.658  -21.704  -21.965
O  7.333  -21.090  -24.341
O  8.462  -19.532  -22.759
C  7.201  -20.617  -34.927
F  8.185  -19.903  -35.288
F  6.674  -21.006  -36.140
F  7.700  -21.696  -34.265
S  6.019  -19.542  -33.764
O  4.947  -20.513  -33.583
O  6.827  -19.256  -32.564
O  5.501  -18.414  -34.573
C  6.592  -13.188  -27.348
F  5.537  -13.312  -28.172
F  7.488  -12.390  -27.850
F  6.189  -12.825  -26.135
S  7.439  -14.875  -26.902
O  6.454  -15.841  -26.367
O  8.030  -15.277  -28.134
O  8.470  -14.534  -26.024
O  9.672  -20.505  -27.814
H  10.609  -20.324  -27.747
H  9.377  -20.585  -26.907
O  2.397  -21.191  -29.832
H  1.685  -20.626  -29.529
H  2.607  -20.863  -30.706

=====

No. 2
# C3H18B3MgO

A molecular structure, C3H18B3MgO at a distorted geometry (ωB97M-V with the def2-TZVPD basis set, the Open Molecules 2025 dataset).

E_HOMO = -5.62 eV
frontier orbital gap = 0.30675 Ha
energy = -12920.559 eV
net charge = -1

Positions of all 26 atoms, in Å:
Mg  -0.632  -0.176  0.922
B  -2.061  -0.804  -0.517
H  -1.840  0.248  -0.426
H  -1.109  -1.309  -0.584
H  -2.701  -1.191  0.261
H  -2.585  -0.916  -1.454
B  -1.660  1.118  2.174
H  -2.647  1.105  1.739
H  -0.994  1.533  1.433
H  -1.636  1.666  3.103
H  -1.367  0.131  2.499
B  0.296  -1.834  1.458
H  0.612  -1.582  0.458
H  0.721  -2.755  1.826
H  0.519  -1.000  2.106
H  -0.763  -2.031  1.523
C  2.765  1.148  -0.931
C  1.368  0.840  -1.204
O  0.473  0.792  -0.350
C  0.999  0.500  -2.661
H  3.114  0.202  -0.515
H  2.915  1.927  -0.184
H  3.495  1.305  -1.726
H  0.944  1.382  -3.299
H  0.072  -0.068  -2.588
H  1.702  -0.229  -3.065

=====

No. 3
# C28H43Br15O13S

A molecular structure, C28H43Br15O13S at a distorted geometry (ωB97M-V with the def2-TZVPD basis set, the Open Molecules 2025 dataset).

E_HOMO (spin up / spin down) = -0.88 / -5.34 eV
multiplicity = 2
frontier orbital gap (spin up / spin down) = 0.06756 / 0.23131 Ha
energy = -1117821.272 eV
net charge = -1

Positions of all 100 atoms, in Å:
O  0.468  -0.633  2.887
C  0.553  -1.164  3.941
O  0.013  -2.342  4.185
C  0.413  -2.858  5.412
C  1.371  -1.895  6.103
C  1.356  -0.664  5.150
H  0.866  -3.819  5.168
H  -0.412  -3.096  6.083
H  2.398  -2.257  6.151
H  1.057  -1.710  7.131
H  2.381  -0.420  4.870
H  0.856  0.187  5.611
O  3.834  -4.648  -0.486
C  3.966  -4.648  0.724
O  5.189  -4.767  1.322
C  5.121  -4.267  2.684
C  3.636  -3.989  2.969
C  2.857  -4.400  1.764
H  5.727  -3.380  2.872
H  5.478  -4.967  3.440
H  3.373  -2.968  3.246
H  3.389  -4.575  3.854
H  2.143  -3.613  1.525
H  2.386  -5.374  1.898
O  -0.041  -4.852  1.098
C  -0.973  -4.288  1.666
O  -1.594  -4.872  2.652
C  -2.613  -4.064  3.219
C  -2.840  -2.901  2.248
C  -1.594  -2.882  1.385
H  -2.416  -3.817  4.262
H  -3.489  -4.683  3.415
H  -2.978  -1.953  2.769
H  -3.789  -3.036  1.730
H  -0.916  -2.042  1.541
H  -1.853  -2.854  0.327
O  -2.921  4.268  0.253
C  -3.010  3.241  0.883
O  -1.955  2.945  1.728
C  -2.278  1.779  2.498
C  -3.223  0.980  1.586
C  -3.981  2.053  0.808
H  -2.734  2.008  3.461
H  -1.333  1.300  2.755
H  -3.832  0.413  2.289
H  -2.678  0.253  0.983
H  -4.953  2.181  1.284
H  -4.108  1.808  -0.247
O  -2.934  1.199  -9.200
C  -2.412  1.227  -8.099
O  -1.130  0.819  -7.901
C  -0.633  1.210  -6.642
C  -1.878  1.521  -5.810
C  -3.016  1.721  -6.779
H  -0.058  2.129  -6.747
H  0.075  0.448  -6.316
H  -1.768  2.344  -5.104
H  -2.187  0.691  -5.174
H  -3.271  2.737  -7.078
H  -3.866  1.089  -6.519
O  0.074  1.475  -3.131
S  -0.093  1.501  -1.681
O  -1.336  0.918  -1.196
O  1.206  0.650  -1.037
C  0.962  -0.061  0.103
C  2.338  -0.666  0.357
C  0.157  3.161  -0.901
H  0.118  -0.744  0.008
H  0.613  0.739  0.756
H  2.156  -1.407  1.135
H  3.023  0.116  0.684
H  2.746  -1.232  -0.480
H  0.964  3.664  -1.433
H  0.516  2.942  0.105
H  -0.783  3.706  -0.994
C  -1.080  7.055  -0.409
Br  -0.503  6.413  1.360
Br  0.604  7.084  -1.457
Br  -1.805  8.912  -0.394
H  -1.739  6.365  -0.937
C  2.839  2.838  3.069
Br  3.619  2.967  1.237
Br  0.997  3.323  3.072
Br  3.994  3.968  4.228
H  2.861  1.763  3.251
C  3.836  -2.116  -3.220
Br  4.373  -3.082  -4.859
Br  2.490  -0.725  -3.763
Br  5.404  -1.187  -2.301
H  3.384  -2.850  -2.553
C  -1.037  -2.060  -3.275
Br  -1.194  -3.040  -5.000
Br  -0.052  -3.116  -1.994
Br  -2.836  -1.534  -2.596
H  -0.456  -1.155  -3.451
C  -1.814  5.892  -4.861
Br  -2.901  5.339  -6.432
Br  -2.056  4.803  -3.224
Br  -2.072  7.791  -4.433
H  -0.758  5.733  -5.078

=====

No. 4
# C22H42F3N10O22

9 unconnected molecules or ions with the total composition C22H42F3N10O22 at a distorted geometry (ωB97M-V with the def2-TZVPD basis set, the Open Molecules 2025 dataset).

E_HOMO = -5.46 eV
frontier orbital gap = 0.26818 Ha
energy = -91571.586 eV
net charge = -1

Positions of all 99 atoms, in Å:
C  1.538  3.606  -0.930
C  1.769  2.742  -0.149
C  2.004  1.683  0.826
N  2.105  0.358  0.201
C  3.388  -0.225  0.605
C  3.799  -1.511  -0.072
O  3.318  -2.662  0.637
C  3.159  -3.765  -0.082
O  3.770  -4.037  -1.082
C  0.893  -0.456  0.465
C  0.849  -0.930  1.937
C  -0.497  -1.219  2.598
C  -0.803  -2.707  2.608
N  -1.995  -3.199  1.999
O  -0.050  -3.459  3.162
C  -0.326  0.428  0.042
C  -1.567  -0.359  -0.387
O  -1.608  -0.555  -1.777
C  -2.838  0.467  -0.045
F  -2.658  1.807  -0.114
F  -3.850  0.191  -0.929
F  -3.332  0.160  1.186
C  0.776  -1.682  -0.494
O  1.029  -1.444  -1.693
O  0.373  -2.769  0.004
H  1.470  4.545  -1.419
H  2.937  1.950  1.318
H  1.258  1.726  1.619
H  3.522  -0.326  1.691
H  4.155  0.486  0.304
H  4.876  -1.557  -0.179
H  3.399  -1.505  -1.082
H  2.429  -4.444  0.351
H  1.399  -1.861  1.989
H  1.401  -0.243  2.576
H  -0.427  -0.964  3.652
H  -1.337  -0.649  2.218
H  -2.740  -2.521  2.101
H  -1.799  -3.381  1.021
H  -0.590  1.027  0.911
H  -0.057  1.054  -0.797
H  -1.689  -1.283  0.166
H  -1.332  -1.463  -1.940
C  -6.233  1.396  0.468
N  -7.273  1.845  1.431
O  -8.234  1.125  1.615
O  -7.091  2.904  1.996
H  -6.540  0.438  0.068
H  -6.158  2.145  -0.314
H  -5.304  1.312  1.014
C  0.902  -1.177  -4.564
N  1.623  -1.542  -5.812
O  2.543  -0.835  -6.179
O  1.250  -2.534  -6.408
H  1.345  -0.280  -4.152
H  -0.135  -1.014  -4.836
H  0.997  -2.001  -3.862
C  -6.656  0.515  4.944
N  -5.687  -0.582  4.666
O  -4.918  -0.441  3.739
O  -5.733  -1.547  5.399
H  -6.501  1.308  4.226
H  -7.653  0.097  4.856
H  -6.469  0.859  5.956
C  -2.940  -2.113  -7.596
N  -2.860  -1.518  -6.234
O  -1.931  -0.776  -6.003
O  -3.731  -1.825  -5.452
H  -2.099  -1.754  -8.175
H  -2.905  -3.191  -7.479
H  -3.885  -1.801  -8.030
C  1.910  2.710  -6.541
N  1.710  3.416  -5.245
O  1.030  2.880  -4.405
O  2.247  4.502  -5.130
H  1.382  1.765  -6.508
H  1.517  3.358  -7.318
H  2.976  2.553  -6.668
C  1.339  6.441  1.982
N  2.430  5.436  1.873
O  3.271  5.605  1.022
O  2.387  4.504  2.647
H  1.502  7.205  1.232
H  0.403  5.917  1.816
H  1.378  6.855  2.985
C  7.770  -4.352  0.219
N  7.734  -2.883  -0.010
O  8.736  -2.342  -0.430
O  6.683  -2.336  0.234
H  8.756  -4.715  -0.043
H  7.549  -4.521  1.268
H  7.001  -4.792  -0.411
C  -0.688  0.584  7.667
N  -0.466  0.218  6.241
O  -0.842  -0.872  5.876
O  0.082  1.047  5.547
H  -1.181  -0.245  8.159
H  0.285  0.783  8.106
H  -1.306  1.477  7.680

=====

Q: Which value of net charge does entry 3 give?
A: -1